Entry from the OMol25 dataset: C12H2Cl5N3O7SeTc as an isolated structure at a distorted geometry (ωB97M-V/def2-TZVPD).

Geometry as XYZ:
```
31
Properties=species:S:1:pos:R:3:lowdin_charge:R:1
C 0.03072 -2.49137 1.89764 -0.698
C -0.96034 2.17104 0.03188 -0.068
Tc -1.88713 -1.14455 0.41378 0.872
Cl 1.93910 -2.71727 3.80160 0.707
O -2.30170 2.67770 1.80239 0.136
N -1.96914 1.85968 0.95390 -0.268
C 0.96366 2.93417 -1.84058 0.115
O 1.23825 -0.50454 -2.32623 0.121
C -0.32832 1.14139 -0.75374 -0.223
H -0.99700 4.24319 0.59301 0.140
Se -3.65289 -2.11518 -0.57997 0.254
N 1.19162 0.65758 -2.65573 -0.352
C 0.43018 3.86944 -0.95953 -0.120
C 0.59987 1.60755 -1.73805 -0.040
C 1.25270 -4.53058 1.90070 -0.710
O -0.51485 -0.10366 -0.58238 -0.193
C -0.50098 -4.12565 0.26893 -0.714
N 0.90387 5.23621 -0.99848 -0.366
Cl -0.38684 -0.93656 2.51704 0.753
C 0.48155 -4.95880 0.81779 -0.706
Cl 0.75054 -6.51682 0.16647 0.704
O 1.70638 5.51744 -1.85836 0.101
O 1.60057 1.10405 -3.70263 0.095
Cl -1.40135 -4.66956 -1.07397 0.669
O -2.53873 0.72314 0.89470 -0.198
C 1.02206 -3.26716 2.46164 -0.710
Cl 2.46977 -5.53667 2.54685 0.706
C -0.75264 -2.85406 0.79752 -0.360
O 0.47381 5.99409 -0.15937 0.097
C -0.54739 3.49798 -0.04953 0.115
H 1.68467 3.23779 -2.58729 0.142
```

**Spin multiplicity**: 2
**ΔE to the lowest compared entry with this formula, charge and spin**: 0.214 eV
**Frontier orbital gap (alpha / beta)**: 6.026 / 5.874 eV
**LUMO energy (alpha / beta)**: -2.7508 / -2.7586 eV
**Expectation value of S²**: 1.001

Entry from the OMol25 dataset: C12H30As3BNSn as an isolated structure at a distorted geometry (ωB97M-V/def2-TZVPD).

Geometry as XYZ:
```
48
Properties=species:S:1:pos:R:3:lowdin_charge:R:1
H 0.23698 -0.18273 2.10715 0.084
H 5.63168 2.02472 1.29793 0.014
H 3.07947 3.06079 0.46889 0.029
H 2.77053 -1.04580 1.95954 0.023
C 2.01930 2.99087 0.75087 -0.265
H 2.00128 2.54292 1.77986 0.048
H -3.35230 -3.02923 -3.08254 0.041
H -2.87765 -0.73811 1.62244 0.058
As -2.92280 -1.92083 -0.75414 1.114
H 1.15298 3.91332 -2.08960 0.039
H -3.19136 0.98072 1.37896 0.074
C -1.30695 0.25527 0.60932 -0.674
B 4.97128 1.03964 1.40300 -0.400
H -0.94314 -0.62925 -1.35102 -0.020
C -2.45990 0.27677 1.61841 -0.070
H -0.85960 -1.54869 1.74608 0.092
H -2.69786 -1.32873 -3.17110 0.005
Sn 2.01662 -0.05099 -2.05619 0.799
C 0.33547 -3.27112 -0.35683 -0.275
H 5.59049 0.07927 1.79603 0.029
H 3.95566 1.20795 2.09381 0.019
C 4.41427 0.52243 0.02169 -0.182
H 1.97282 -2.55726 2.30677 0.050
H 1.59482 3.99942 0.75819 0.039
H -0.39164 2.93209 -2.35983 0.021
H -4.91027 -0.36243 -0.18713 0.018
H -4.51608 -0.27162 -1.95046 0.032
As 0.91000 1.97420 -0.50248 1.015
C 0.26706 3.44198 -1.67728 -0.255
C -0.71528 1.66631 0.54518 -0.314
H -0.46129 -3.21186 -1.13167 -0.015
H 3.26296 -2.48284 1.04249 0.057
C -0.28988 -0.70172 1.32281 -0.325
C 2.38234 -1.95903 1.48053 -0.265
H -2.34062 0.39759 -1.37429 0.080
H -1.45061 2.32307 0.11127 0.077
H -0.32043 4.12559 -1.07336 0.039
H -2.03206 0.45847 2.58969 0.091
H 1.20205 -3.81800 -0.68054 0.027
H -0.54228 1.94494 1.62112 0.111
C -4.58625 -0.90799 -1.06745 -0.322
C -2.62327 -2.28946 -2.70407 -0.302
N 3.78320 0.02042 -0.84064 -0.141
As 1.01861 -1.51790 0.15201 1.003
H -0.09653 -3.74650 0.55781 0.061
C -1.78469 -0.31419 -0.75528 -0.401
H -5.34975 -1.67227 -1.19070 0.020
H -1.54735 -2.62021 -2.78529 0.017
```

**ΔE to the lowest compared entry with this formula, charge and spin**: 0.000 eV
**Frontier orbital gap**: 8.191 eV
**LUMO energy**: -3.7667 eV
**Net charge**: +1